1.
ORCA calculation (the ωB97M-V functional and the def2-TZVPD basis) on a molecular structure, C37H40NOP3Y.

Computed properties:
Gap between HOMO and LUMO (alpha / beta) (hartree): 0.1829 / 0.1829
DFT total energy (eV): -71457.08352
Multiplicity: 1
Charge: +1
LUMO level (alpha / beta) (eV): -3.8449 / -3.8449

```
83
Properties=species:S:1:pos:R:3:forces:R:3:lowdin_charge:R:1
C 4.847847 -0.848888 -2.358987 -2.1 0.0 -0.9 -0.0599
C 3.550160 -1.268426 -2.668099 0.9 -0.7 -0.2 -0.2212
C 3.132873 -2.558438 -2.133836 -0.5 -0.6 0.6 -0.1990
C 3.591522 -2.817119 -0.797797 -0.2 0.4 0.9 -0.1705
C 4.849949 -2.245099 -0.374107 -1.6 0.5 -1.8 -0.0290
C 5.489901 -1.397894 -1.253471 1.8 -0.5 1.6 -0.1073
C 2.669043 -3.468660 0.078567 1.1 -1.9 -0.9 -0.0161
C 1.704262 -4.337127 -0.525745 0.1 1.4 -1.0 -0.1763
C 1.354566 -4.034610 -1.916289 1.1 0.5 1.2 -0.1757
C -0.029206 -4.268669 -2.249522 0.1 -1.1 -0.1 -0.2314
C -0.679968 -5.341774 -1.621974 0.6 1.8 -1.2 -0.0461
C -0.125963 -5.885003 -0.462049 -0.8 -1.8 0.8 -0.1023
C 0.945999 -5.315849 0.140086 0.6 0.5 1.3 -0.0622
H 5.284914 -0.046005 -2.950943 -0.1 0.1 0.5 0.1171
H 5.180969 -2.473886 0.600737 0.7 -0.2 0.8 0.0918
H 6.517405 -1.069990 -1.017964 -0.6 -0.1 -0.1 0.1114
H 2.852799 -3.515092 1.176840 0.0 -0.1 -1.0 0.1223
H -1.632462 -5.670978 -2.027244 -0.1 0.1 0.4 0.1158
H -0.644341 -6.742426 0.009431 0.4 0.7 -0.2 0.1169
H 1.253547 -5.531020 1.178764 -0.4 -0.2 -0.7 0.1237
N 2.175374 -3.309720 -2.725657 -1.7 2.1 1.1 0.1700
Y 0.049444 -0.603527 0.901684 0.5 -2.3 -1.7 0.9386
C 2.476252 -0.387296 -3.250647 -0.2 -0.6 0.0 -0.2641
H 1.769384 -0.973343 -3.861665 0.3 0.2 0.0 0.0747
H 2.893587 0.446482 -3.822923 -0.1 0.0 0.0 0.0899
C -0.742056 -3.189798 -3.013877 0.6 0.1 0.0 -0.2724
H -0.076209 -2.728651 -3.764343 -0.3 -0.3 0.2 0.0734
H -1.671503 -3.546549 -3.472753 0.1 0.2 0.0 0.0933
P 1.409370 0.339607 -1.841449 1.0 0.6 -0.2 0.8239
P -1.175207 -1.776368 -1.808060 -0.8 -1.1 -0.1 0.8130
C -2.626457 -2.549002 -0.957942 0.0 -0.1 -0.2 -0.3155
H -3.151889 -1.784858 -0.363524 0.1 -0.2 -0.1 0.0230
H -3.310625 -2.962712 -1.713737 0.0 0.1 0.2 0.0430
H -2.290722 -3.347071 -0.284742 -0.1 0.3 -0.1 0.0144
C -2.111419 -0.753462 -3.014510 -0.1 0.2 -0.1 -0.2967
H -3.084473 -1.234189 -3.208300 0.4 0.2 -0.1 0.0463
H -2.277746 0.249177 -2.597114 0.0 -0.2 -0.2 0.0240
H -1.552678 -0.667027 -3.959616 -0.2 0.1 0.3 0.0409
C 2.629036 1.543732 -1.153276 0.1 -0.1 0.0 -0.2820
H 3.040523 2.130200 -1.985234 0.1 0.0 0.3 0.0449
H 2.124587 2.218044 -0.446327 0.1 -0.1 -0.1 0.0240
H 3.439023 1.013938 -0.642144 -0.1 0.1 0.0 0.0342
C 0.502974 1.580738 -2.856517 -0.2 0.0 -0.2 -0.2862
H -0.205414 2.122429 -2.215864 0.1 -0.1 -0.2 0.0218
H 1.239198 2.293732 -3.267769 -0.4 -0.3 0.0 0.0473
H -0.046344 1.104888 -3.683799 0.2 0.2 0.3 0.0314
H 1.348696 -1.912437 0.504752 1.0 0.2 0.0 -0.1009
H -0.603090 -2.400287 1.280099 -0.8 0.1 0.5 -0.1292
O -0.883448 1.254742 0.349249 -0.8 1.4 1.2 -0.5215
P -1.231787 2.119586 1.604765 -0.2 0.1 -2.7 0.8530
C -0.607000 1.281744 3.071239 0.9 -0.5 0.6 -0.3086
C 0.707195 0.658588 3.071427 -0.7 -0.5 1.8 -0.1796
C 0.944583 -0.407871 4.012791 0.0 2.0 -1.1 -0.0487
C 0.029582 -0.602947 5.047785 0.3 -1.4 0.9 -0.0487
C -1.140738 0.121122 5.146488 -0.2 0.7 -0.2 -0.0298
C -1.475645 1.032717 4.133700 -0.3 -0.3 0.1 -0.0428
C -0.401239 3.667753 1.326569 0.8 -0.3 1.4 -0.2949
C -0.726439 4.382730 0.193702 -0.6 0.6 -1.0 -0.0792
C -0.020687 5.539165 -0.129806 0.6 -0.3 0.9 -0.0373
C 1.053522 5.932927 0.700999 -0.6 0.8 -1.2 -0.0547
C 1.386325 5.196734 1.810720 1.0 -0.2 1.3 -0.0798
C 0.681180 4.049870 2.149070 -0.8 -0.2 -0.4 -0.0637
C -3.027969 2.290434 1.562072 0.2 0.2 0.6 -0.2865
C -3.804924 1.591311 0.631544 0.5 -0.5 -0.4 -0.0602
C -5.180886 1.760637 0.611737 -0.3 0.2 0.2 -0.0567
C -5.793344 2.622317 1.525106 0.0 0.2 0.3 -0.0453
C -5.019024 3.327667 2.459131 0.1 -0.3 -0.3 -0.0547
C -3.636087 3.164421 2.464992 0.0 0.3 0.3 -0.0936
H 1.561842 1.092515 2.518103 -0.6 -0.5 -0.3 0.1268
H 1.882265 -0.964193 3.940725 -0.3 0.2 0.2 0.1250
H 0.260473 -1.361831 5.838927 -0.2 0.7 -0.9 0.1414
H -1.813265 0.017133 6.004098 0.3 -0.1 -0.4 0.1295
H -2.442469 1.550649 4.191366 0.4 -0.4 -0.2 0.1126
H -1.558469 4.045070 -0.452739 0.5 0.3 0.4 0.1289
H -0.293919 6.120591 -0.994261 0.0 0.1 -0.1 0.1100
H 1.608864 6.853626 0.449805 -0.3 -0.6 0.2 0.1246
H 2.223784 5.502688 2.468106 -0.6 -0.1 -0.6 0.1261
H 0.928647 3.447447 3.030275 0.0 0.4 -0.3 0.1046
H -3.329816 0.911281 -0.095134 -0.2 0.4 0.5 0.1012
H -5.793095 1.231010 -0.116978 0.2 0.1 0.2 0.1176
H -6.882496 2.763632 1.515425 0.6 -0.1 0.0 0.1210
H -5.476171 4.001950 3.173272 -0.1 -0.1 -0.1 0.1124
H -3.014779 3.725067 3.184586 -0.4 -0.2 -0.4 0.1242
```
Forces are in eV/Å.

=====

2.
ORCA calculation (the ωB97M-V functional and the def2-TZVPD basis) on 8 unconnected molecules or ions with the total composition C37H41Br2F21O16S.

Computed properties:
Gap between HOMO and LUMO (hartree): 0.2876
DFT total energy (eV): -279779.16542
Multiplicity: 1
SMILES: C/C(Br)=C(/Br)C1=C(S)C(=O)C=CC1=O.CCOC(=O)C(F)(F)F.CCOC(=O)C(F)(F)F.CCOC(=O)C(F)(F)F.CCOC(=O)C(F)(F)F.CCOC(=O)C(F)(F)F.CCOC(=O)C(F)(F)F.CCOC(=O)C(F)(F)F
Charge: 0
LUMO level (eV): -1.5597

```
118
Properties=species:S:1:pos:R:3:forces:R:3:lowdin_charge:R:1
C 5.412244 -5.522998 6.628849 1.2 -1.0 -0.4 -0.1345
C 5.013200 -6.799841 5.765906 -2.8 0.4 -0.2 -0.6546
Br 6.373827 -8.133561 5.199607 -1.1 1.7 0.9 0.6952
C 3.675967 -7.016947 5.389451 1.7 0.4 0.5 -0.6088
Br 3.274346 -8.654367 4.309312 -0.3 1.6 1.0 0.6254
C 2.445162 -6.102117 5.711738 -0.1 1.1 -0.5 -0.1818
C 2.273354 -4.757313 5.317648 0.2 -1.7 1.2 -0.4050
S 3.591480 -3.880780 4.340540 -1.0 0.2 1.2 0.7519
C 0.884409 -4.049331 5.723492 -0.5 0.9 0.0 -0.3092
O 0.798064 -2.872998 6.105616 0.4 -3.4 -1.3 0.0502
C -0.387927 -5.018414 5.544849 1.2 -2.9 0.9 0.0250
C -0.218333 -6.377053 5.929279 0.9 3.0 -0.5 0.0347
C 1.222689 -6.741436 6.545422 -0.4 -0.6 0.6 -0.2832
O 1.378985 -7.396353 7.583647 -0.3 1.8 -3.2 0.0868
H 6.201361 -5.878416 7.384799 -1.3 0.6 -0.9 0.0849
H 4.517953 -5.043629 7.158362 1.3 -0.9 -0.9 0.0899
H 5.960616 -4.775975 5.949074 -1.0 -1.0 1.0 0.0752
H 3.946652 -2.823435 5.190599 -0.7 -1.1 -0.5 -0.0830
H -1.372135 -4.668893 5.110672 1.4 -0.1 0.7 0.1196
H -1.017838 -7.166692 5.822774 1.1 1.1 0.4 0.1217
C 0.328475 -1.464043 2.919640 -0.3 -0.1 -0.2 -0.0574
C 1.442334 -0.533350 2.485774 -0.2 -0.1 0.9 -0.1980
O 1.713727 -0.686041 1.084826 -0.3 0.5 -1.2 0.0258
C 0.880149 -0.027948 0.251976 -0.3 0.2 2.1 -0.3649
O -0.046996 0.654770 0.613353 0.7 -0.5 -0.9 0.1602
C 1.304014 -0.234044 -1.197271 0.4 -0.4 -1.8 -0.5126
F 1.599474 -1.519168 -1.473044 -0.2 0.3 0.5 0.1584
F 2.404897 0.481899 -1.503501 -0.3 0.0 0.5 0.1597
F 0.353761 0.132634 -2.073638 0.1 0.1 0.9 0.1441
H 0.563407 -2.497208 2.649758 0.1 0.1 0.1 0.0817
H 0.173785 -1.406097 3.998816 0.1 0.0 -0.1 0.0731
H -0.610740 -1.211798 2.422432 0.1 0.1 0.1 0.0799
H 2.360265 -0.792479 3.016599 0.1 0.0 -0.4 0.1187
H 1.215817 0.508332 2.726712 -0.1 -0.1 -0.3 0.1181
C 10.125124 -8.408446 -1.107634 0.1 0.3 0.2 -0.0627
C 9.283011 -9.409632 -0.342748 -0.1 0.0 -0.8 -0.2043
O 9.648781 -9.428978 1.045917 -0.2 0.3 1.0 0.0242
C 9.118086 -8.454850 1.808821 -0.4 -0.2 -1.8 -0.3721
O 8.379952 -7.600274 1.397684 0.4 -0.3 0.8 0.1657
C 9.547509 -8.620357 3.261689 0.7 0.0 1.9 -0.5314
F 10.862865 -8.881669 3.387830 -0.3 0.1 -0.5 0.1588
F 8.899826 -9.641877 3.863534 -0.1 0.2 -0.6 0.1212
F 9.308997 -7.525667 4.003924 -0.1 -0.3 -0.8 0.1194
H 11.189302 -8.608270 -0.958867 -0.1 -0.1 -0.1 0.0841
H 9.902052 -8.451476 -2.175506 0.0 -0.1 0.1 0.0832
H 9.940943 -7.390669 -0.757609 -0.1 -0.1 -0.1 0.0771
H 9.468512 -10.413672 -0.728614 0.1 0.0 0.4 0.1258
H 8.214711 -9.212617 -0.460145 0.1 0.1 0.2 0.1266
C 1.779699 5.321224 2.047889 0.0 0.3 0.2 -0.0577
C 1.737854 3.919148 2.621097 -0.2 0.1 -0.8 -0.2078
O 2.340750 3.885207 3.925036 -0.1 0.0 1.1 0.0251
C 1.560738 4.285813 4.945693 -0.6 -0.1 -1.8 -0.3674
O 0.423761 4.658222 4.822349 0.7 -0.1 0.7 0.1619
C 2.305147 4.154704 6.269500 1.0 -0.1 1.7 -0.5139
F 3.563472 4.630152 6.202975 -0.5 0.0 -0.4 0.1606
F 2.402589 2.868822 6.660640 -0.3 0.2 -0.5 0.1628
F 1.701316 4.815697 7.271789 -0.1 -0.1 -0.7 0.1558
H 2.802903 5.705490 2.046789 0.0 -0.1 -0.1 0.0856
H 1.395142 5.332857 1.026245 0.0 -0.1 0.1 0.0856
H 1.182543 6.009902 2.649113 -0.1 -0.1 -0.1 0.0782
H 2.321356 3.249371 1.986358 0.1 0.0 0.3 0.1238
H 0.719516 3.523858 2.652663 0.1 0.1 0.2 0.1257
C -0.718211 -0.840370 -4.587024 -0.3 0.0 0.0 -0.0681
C -0.592962 -1.478180 -5.955894 0.7 0.3 0.3 -0.1959
O -1.796622 -2.181518 -6.304410 -1.0 0.0 -0.5 0.0264
C -2.800384 -1.427588 -6.788283 1.7 0.7 0.5 -0.3726
O -2.741189 -0.236166 -6.937233 -0.6 -0.7 -0.1 0.1655
C -3.992955 -2.300147 -7.160013 -1.5 -1.2 -0.4 -0.5128
F -4.282867 -3.213863 -6.213928 0.4 0.4 0.0 0.1598
F -3.775081 -2.990693 -8.296468 0.4 0.4 0.3 0.1630
F -5.116045 -1.587488 -7.355534 0.7 0.2 0.2 0.1483
H -0.996648 -1.586899 -3.838941 0.2 0.0 -0.1 0.0872
H 0.221844 -0.375394 -4.290532 -0.1 -0.1 -0.2 0.0710
H -1.498502 -0.076336 -4.578954 0.1 0.0 -0.1 0.0830
H 0.208705 -2.218848 -5.941820 -0.3 -0.2 -0.1 0.1271
H -0.337190 -0.742768 -6.722508 -0.3 -0.1 0.0 0.1279
C -0.756749 7.028788 7.017470 -0.3 0.1 -0.1 -0.0545
C -0.390326 7.126523 8.484390 0.5 -0.4 -0.5 -0.2040
O -1.293112 8.001787 9.179958 -0.8 0.1 0.6 0.0237
C -2.470346 7.463001 9.548099 1.4 -1.0 -0.9 -0.3741
O -2.791397 6.325447 9.330199 -0.3 0.8 0.4 0.1678
C -3.307286 8.480644 10.314036 -1.2 1.3 0.8 -0.5199
F -3.316488 9.691385 9.722580 0.2 -0.5 -0.1 0.1552
F -2.840104 8.669900 11.564753 0.2 -0.3 -0.4 0.1573
F -4.591328 8.107690 10.436863 0.6 -0.3 -0.3 0.1600
H -0.804736 8.023389 6.566030 0.1 0.0 0.1 0.0867
H -0.025502 6.428763 6.475657 -0.1 0.1 0.1 0.0470
H -1.740473 6.573220 6.887028 0.1 -0.1 0.0 0.0846
H 0.605762 7.561944 8.583932 -0.2 0.2 0.2 0.1269
H -0.359715 6.143047 8.959459 -0.2 0.1 0.0 0.1243
C -6.896523 0.831833 -8.504362 -0.3 0.2 -0.2 -0.0549
C -7.219483 0.857870 -7.023954 0.5 -0.6 -0.3 -0.2007
O -7.953302 2.045452 -6.681991 -0.9 0.5 0.2 0.0252
C -9.275396 2.014627 -6.931656 1.2 -1.5 -0.3 -0.3743
O -9.852034 1.075057 -7.410369 -0.2 0.9 0.3 0.1682
C -9.934270 3.312597 -6.480142 -0.9 1.6 0.4 -0.5194
F -9.238104 4.403701 -6.857433 0.1 -0.5 -0.1 0.1518
F -10.044278 3.375129 -5.137670 0.2 -0.4 -0.3 0.1575
F -11.173796 3.463247 -6.973606 0.5 -0.5 0.0 0.1605
H -6.375091 1.744160 -8.799750 0.0 -0.1 0.2 0.0652
H -6.271887 -0.028135 -8.749001 0.0 0.1 0.1 0.0717
H -7.807065 0.778475 -9.105122 0.0 -0.1 0.1 0.0841
H -6.292001 0.886385 -6.449040 -0.2 0.3 0.1 0.1235
H -7.762641 -0.037647 -6.712424 -0.2 0.2 -0.1 0.1271
C -4.050274 7.214118 -9.219792 0.3 -0.1 -0.3 -0.0624
C -4.916543 6.044492 -8.797706 0.0 0.7 0.5 -0.2041
O -4.954021 5.040495 -9.824137 0.3 -0.9 -0.4 0.0225
C -3.903131 4.199845 -9.865582 -0.2 1.3 1.3 -0.3725
O -2.968136 4.248101 -9.112105 -0.3 -0.5 -0.7 0.1681
C -4.093645 3.161046 -10.964318 -0.1 -1.3 -1.6 -0.5154
F -4.521555 3.703037 -12.121047 0.1 0.2 0.5 0.1583
F -5.007393 2.231263 -10.618029 0.2 0.5 0.2 0.1484
F -2.963400 2.497327 -11.254534 -0.2 0.5 0.5 0.1627
H -4.384115 7.612239 -10.181361 -0.1 0.0 0.1 0.0841
H -4.086458 8.010830 -8.474208 -0.1 -0.1 0.0 0.0832
H -3.009946 6.907565 -9.346713 -0.1 0.0 0.1 0.0770
H -5.944167 6.383537 -8.654775 0.0 -0.3 -0.2 0.1261
H -4.584337 5.617158 -7.848571 0.1 -0.1 -0.2 0.1267
```
Forces are in eV/Å.